Molecular formula: C4H10N2O
Method: DFT, ωB97M-V/def2-TZVPD

```
17
Properties=species:S:1:pos:R:3:forces:R:3
N -0.36472 -0.50723 -0.20271 2.404 0.838 -1.274
H -0.70480 -1.86950 -2.52026 -0.198 -0.113 -0.136
O 1.85947 1.11783 -0.03507 0.430 -0.570 -0.333
H 0.24735 0.38016 -2.10421 0.522 -0.437 0.511
H 1.50806 1.56387 1.83583 -0.345 -0.577 0.622
H -0.88172 1.18538 0.93159 -0.007 -0.044 -0.150
C -0.17886 0.34755 0.92662 -1.315 -1.539 1.747
H -1.26425 0.83761 -1.42716 -0.107 -0.103 -0.248
C 1.21195 0.97787 0.95169 0.564 1.722 -1.214
H 0.16409 -1.47375 2.10695 0.143 0.088 0.052
C -0.59932 -0.02727 -1.54071 -1.323 0.822 -0.115
H 0.37236 -1.21399 -0.24998 -0.560 -0.511 0.359
C -0.36031 -0.52388 2.20864 -0.446 0.408 -0.234
N -1.27865 -1.07635 -2.26687 0.258 0.632 0.697
H -1.42057 -0.73689 2.33748 0.036 -0.051 -0.008
H -0.02739 -0.00369 3.10385 0.148 0.033 -0.061
H -2.13769 -1.29346 -1.78758 -0.204 -0.595 -0.216
```
Positions in Å, forces in eV/Å.

Calculated values
2S+1 = 2
E_LUMO (alpha / beta) = -3.75 / -8.37 eV
Kohn-Sham gap (alpha / beta) = 11.20 / 5.97 eV
Relative energy (zero: lowest compared OMol25 entry of this formula, charge and spin) = 142.7 kJ/mol
Total charge = +1
Strongest force on any atom = 2.85 eV Å⁻¹

Here are the Löwdin charges for atoms 1 to 6, given in e: number 1, N, carries 0.132; number 2, H, carries 0.108; number 3, O, carries 0.135; number 4, H, carries 0.157; number 5, H, carries 0.164; number 6, H, carries 0.172


Molecular formula: C4H3NOS2
Method: DFT, ωB97M-V/def2-TZVPD

```
11
Properties=species:S:1:pos:R:3:forces:R:3
H -1.80296 1.83164 -0.00465 0.959 -2.509 -1.059
C 2.82158 -0.96783 -0.02353 -7.823 8.965 -1.239
H -1.94373 -1.39119 0.11709 0.661 -0.915 0.183
O 0.52427 2.13145 0.35501 1.497 -6.826 -3.525
C 1.95542 0.04530 -0.15615 4.394 -5.595 0.816
S -3.24444 -0.14744 0.02314 3.124 1.672 -0.698
H 3.67494 -1.51441 0.15082 1.390 -1.089 0.206
N -0.45734 0.06752 -0.28664 -2.035 1.152 0.344
S -0.49680 -1.61361 0.16009 -0.055 -0.321 -0.541
C 0.66872 0.88707 -0.13501 0.667 4.187 4.162
C -1.69966 0.67151 -0.20016 -2.779 1.280 1.351
```
Positions in Å, forces in eV/Å.

Calculated values
E_LUMO = -1.68 eV
Kohn-Sham gap = 7.55 eV
Relative energy (zero: lowest compared OMol25 entry of this formula, charge and spin) = 529.4 kJ/mol
Total charge = 0
Strongest force on any atom = 11.96 eV Å⁻¹

Here are the Löwdin charges for atoms 1 to 6, given in e: number 1, H, carries 0.120; number 2, C, carries 0.167; number 3, H, carries -0.245; number 4, O, carries -0.018; number 5, C, carries -0.003; number 6, S, carries 0.628


Molecular formula: C4H10NO
Method: DFT, ωB97M-V/def2-TZVPD

```
16
Properties=species:S:1:pos:R:3:forces:R:3
H 0.88617 0.29918 1.71261 0.203 -0.277 -0.255
H 1.70136 1.34624 0.51697 0.018 -0.396 -0.488
H 0.57477 0.38756 -1.82618 0.176 0.132 0.027
H -1.33952 -0.66396 1.21784 -0.254 0.311 0.588
H -0.67309 -2.65768 -0.23462 -0.090 0.039 -0.007
C 0.74485 1.08348 0.96822 -0.504 0.380 1.339
C -0.90905 -0.55501 0.22928 -0.302 -1.618 0.085
N -0.34222 0.74698 0.07290 0.815 1.044 -0.815
C -0.01193 -1.84245 0.18099 0.543 0.519 -0.004
H 0.39170 2.10720 -1.49519 0.098 0.069 0.598
H 0.46567 1.97223 1.55805 0.016 0.240 -0.035
H -0.99504 1.15736 -1.87850 0.024 -0.071 0.040
C -0.05644 1.12754 -1.30089 -0.767 -0.603 -0.709
H -1.74988 -0.71002 -0.46240 0.151 0.482 -0.281
O 0.57216 -2.15067 1.36292 -0.098 -0.164 0.145
H 0.74048 -1.64800 -0.62200 -0.032 -0.088 -0.227
```
Positions in Å, forces in eV/Å.

Calculated values
2S+1 = 2
E_LUMO (alpha / beta) = 7.40 / 7.32 eV
Kohn-Sham gap (alpha / beta) = 3.01 / 6.47 eV
Relative energy (zero: lowest compared OMol25 entry of this formula, charge and spin) = 96.6 kJ/mol
Total charge = -2
Strongest force on any atom = 1.65 eV Å⁻¹

Here are the Löwdin charges for atoms 1 to 6, given in e: number 1, H, carries 0.056; number 2, H, carries 0.028; number 3, H, carries 0.004; number 4, H, carries 0.083; number 5, H, carries 0.055; number 6, C, carries -0.211


Molecular formula: C6H13ClN
Method: DFT, ωB97M-V/def2-TZVPD

```
21
Properties=species:S:1:pos:R:3:forces:R:3
C -0.81634 1.30727 -1.73077 -0.651 1.508 0.484
H 0.25356 -1.98304 1.43754 0.311 1.956 0.781
C 0.33326 0.50975 -1.16964 0.960 -1.821 -0.973
H 1.24591 0.86178 -1.76383 -1.153 -0.510 1.469
C -0.17308 0.25780 1.41905 -1.926 0.536 1.912
N 0.62478 0.66287 0.33111 8.302 3.525 -1.307
H -0.65525 -1.40641 -0.76323 1.300 0.001 -0.359
H 2.30208 1.30271 1.79806 -0.594 -0.641 -2.243
H -0.97270 2.19214 -1.10836 0.018 0.128 0.023
H -0.13730 -1.28080 -2.41971 0.654 0.151 0.034
H 1.30095 -0.82481 2.42485 1.406 -0.170 0.323
H -0.52376 1.73447 -2.69943 -0.145 -0.433 0.148
C 0.20673 -1.05400 -1.40539 0.819 0.808 1.427
H -0.23558 1.02708 2.24367 0.599 -0.341 -1.009
Cl 3.22394 1.49326 -0.52051 -1.517 -0.577 1.715
C 2.03462 1.09473 0.68037 -5.166 -0.729 -1.052
H -1.81782 0.87025 -1.81785 0.495 -0.513 0.084
H -1.24443 0.16816 1.19746 0.381 -0.046 -0.858
C 0.33700 -0.99348 2.03835 -2.312 -2.614 0.847
H -0.33382 -1.11843 2.93702 0.757 -0.268 -0.738
H 1.28095 -1.45208 -1.11936 -2.537 0.049 -0.705
```
Positions in Å, forces in eV/Å.

Calculated values
E_LUMO = -5.81 eV
Kohn-Sham gap = 9.10 eV
Relative energy (zero: lowest compared OMol25 entry of this formula, charge and spin) = 164.5 kJ/mol
Total charge = +1
Strongest force on any atom = 9.11 eV Å⁻¹

Here are the Löwdin charges for atoms 1 to 6, given in e: number 1, C, carries -0.053; number 2, H, carries 0.122; number 3, C, carries -0.383; number 4, H, carries 0.099; number 5, C, carries -0.283; number 6, N, carries -0.056


Molecular formula: C21H65N5O9
Method: DFT, ωB97M-V/def2-TZVPD

```
100
Properties=species:S:1:pos:R:3:forces:R:3
H 11.35156 -3.18340 -5.36207 -0.613 -0.262 -0.306
H -8.61091 -3.99826 -1.51487 -0.085 -0.193 0.280
O -2.97214 6.97930 1.50398 -0.439 1.073 1.216
H -7.20543 -1.44348 0.02523 0.084 -0.261 0.303
H -6.97778 8.59475 3.25047 -0.083 -0.028 -0.667
H -0.63096 -0.65433 -2.61291 0.440 -0.164 0.289
C -0.13661 2.38076 5.14885 -0.670 0.096 0.472
H 5.60918 -3.45063 -3.47917 0.254 -0.037 0.147
H 10.55722 -3.79042 -1.97573 -0.154 0.143 0.308
H 2.05309 -6.94726 1.22907 0.214 -0.652 0.114
H -2.65245 2.16708 3.96627 0.159 -0.285 -0.328
C 0.77300 3.39421 5.87927 -0.210 1.297 -0.368
H -4.36676 6.35994 2.95377 0.069 -1.482 0.927
H -5.53318 9.24518 3.88476 0.669 -0.379 -0.026
H 3.32420 4.29328 -5.75870 0.079 0.242 0.041
H -2.00255 2.39382 -6.86433 -0.165 -0.236 -0.069
H -5.28037 -5.12574 -2.02011 -0.109 -0.678 0.119
H -6.95722 -5.81356 -1.80850 -0.084 0.246 0.374
N -5.27564 6.75002 3.15838 0.758 -1.829 -0.868
C -5.97551 8.90029 2.95015 0.391 1.560 -1.567
C 2.02287 -6.59166 2.25898 -0.574 0.534 0.364
H -8.32514 -3.44480 -3.11241 0.690 -0.077 -0.498
H 9.13697 -2.35121 -3.50608 -0.242 0.717 -0.280
H 5.93303 -2.43819 2.90791 -0.204 0.150 -0.073
O -3.61368 -1.17047 -7.50749 -0.136 0.206 -0.065
H -5.25320 7.10569 4.10341 0.099 0.095 -0.013
H 9.28757 -5.03635 -2.11972 -0.017 0.181 -0.105
C 10.20161 -4.63864 -2.56070 0.212 0.303 0.178
H 0.99798 -6.63046 2.62802 -0.209 0.153 -0.323
C -8.30209 -1.89609 -1.62975 0.072 0.695 0.718
O -1.67156 3.26697 -6.65385 -0.094 0.207 -0.039
H -5.92929 9.76610 2.28959 -0.902 0.516 0.199
C -2.45234 1.76418 4.95911 -0.028 0.893 0.590
H 5.40713 -2.90090 1.26510 0.088 -0.101 0.028
C -7.54431 -0.76094 -2.35845 0.257 -0.615 0.007
H -6.56316 -0.58322 -1.91819 0.019 -0.064 0.322
H -0.64407 5.09295 5.74545 -0.110 -0.086 0.036
H 9.78899 -5.10991 -4.52610 -0.211 0.162 -0.559
H 6.27071 -3.24921 -5.09517 0.175 -0.542 -0.269
H 0.11127 1.34609 5.38572 0.477 -0.080 -0.028
O 7.65242 -3.75291 -3.58547 -0.819 0.097 -0.322
H -3.75624 8.91890 1.16601 0.634 0.132 -0.295
N 4.32680 -3.94747 4.30651 -0.044 0.057 -0.063
H -2.95609 -1.54000 -8.09676 0.148 -0.083 -0.181
N 11.30294 -3.67798 -4.48278 0.035 0.218 0.290
H -8.44380 -2.49080 0.36519 0.097 -0.092 -0.039
N 2.21347 3.37980 5.55372 0.185 -1.524 -0.226
H 2.56279 -7.16508 3.01250 0.516 -0.408 -0.418
H 6.33833 -4.00810 2.31741 0.226 -0.118 -0.300
N -8.16237 -1.69054 -0.18297 0.528 0.433 -0.087
H 10.97733 -5.39909 -2.47087 -0.009 -0.050 -0.265
C 10.01082 -4.17982 -4.00284 -0.221 -0.551 0.120
H -0.56540 -1.92959 -1.29022 0.428 0.242 -0.059
H 0.59238 3.21949 6.93990 0.373 -0.152 0.108
H 2.64671 4.24229 5.85120 -0.132 0.039 0.706
H -3.37070 1.89683 5.53104 -0.019 -0.180 0.003
H -5.63439 7.54263 1.22925 -0.542 -0.009 0.120
C -3.73986 8.13897 1.92729 -0.153 0.128 -0.390
H -2.42872 5.93269 -0.18999 0.713 0.391 0.401
H 3.60621 -2.97572 2.64717 -0.777 -0.346 0.163
H 4.36573 -5.90708 2.54900 0.264 -0.255 -0.263
H 2.30043 3.50567 4.55538 -0.101 -0.462 -0.465
H 11.70887 -3.03115 -3.82178 0.004 -0.023 0.339
H -2.18692 0.70702 4.95039 0.146 -0.065 -0.150
C 6.47646 -3.09559 -4.03585 -0.107 0.099 -0.242
H -9.36784 -1.68870 -1.72604 -0.196 -0.536 -0.942
H 3.19027 3.01632 -6.56077 0.060 -0.138 -0.204
C -3.18783 6.61557 0.19148 -0.278 -0.747 -1.580
H 6.52928 -2.00813 -3.98359 0.218 0.206 0.602
H -7.29782 -1.03468 -3.38431 -0.386 0.035 -0.163
O -6.58433 -3.67115 -1.81484 -1.974 -0.794 -1.122
H -0.79434 3.11299 -6.30315 0.272 0.019 0.118
H 4.94516 -4.69612 4.58446 0.112 -0.147 0.051
H 0.99702 5.49894 6.21357 0.002 0.026 0.069
C -1.17388 -1.38245 -2.01028 0.160 0.375 0.037
C 5.55534 -3.25041 2.28685 0.946 -0.378 0.443
C 3.84230 -5.06172 2.10239 -1.480 0.290 0.310
C -5.20616 7.82118 2.19212 -0.358 0.267 2.244
H 3.40183 -4.15903 4.65257 -0.072 -0.095 0.104
C 0.40323 4.84034 5.57974 -1.205 0.411 0.112
C 4.27780 -3.80577 2.86643 -0.262 0.740 -0.973
H 3.92499 -5.01793 1.01642 0.934 0.135 -0.063
H -4.05653 5.98757 -0.00621 -0.772 0.271 0.467
H 0.64095 5.09178 4.54612 -0.014 -0.074 -0.137
H -3.49016 -1.64232 -6.68389 0.018 -0.104 0.272
O -1.49365 2.57605 5.62602 0.879 -0.033 -0.150
C -6.34009 -5.03618 -2.25899 1.060 1.581 0.016
O 2.90745 3.43166 -5.74608 -0.170 -0.114 0.153
C 8.81163 -3.18574 -4.12725 1.683 -1.042 0.432
H -6.41509 -5.11680 -3.34342 -0.244 0.095 -0.150
H -2.56741 -2.58839 -2.51090 -0.091 -0.258 -0.199
H -1.89437 -0.80094 -1.43507 -0.333 -0.065 -0.046
C -7.97668 -3.32115 -2.08704 0.359 0.385 0.875
H -8.08716 0.18394 -2.33345 -0.061 -0.159 -0.018
H -0.14277 2.49488 4.06486 0.259 0.191 -0.248
H 8.70793 -2.94901 -5.18616 -0.192 0.381 -0.061
H -3.24518 7.48205 -0.46735 0.069 0.125 -0.123
O -1.75354 -2.28806 -2.92201 -0.638 -0.130 -0.040
H -3.27211 8.51447 2.83741 0.135 -0.094 -0.042
O 2.42456 -5.24796 2.27877 0.324 0.443 0.892
```
Positions in Å, forces in eV/Å.

Calculated values
E_LUMO = 0.30 eV
Kohn-Sham gap = 9.41 eV
Total charge = 0
Strongest force on any atom = 2.41 eV Å⁻¹

Here are the Löwdin charges for atoms 1 to 6, given in e: number 1, H, carries 0.064; number 2, H, carries 0.112; number 3, O, carries -0.182; number 4, H, carries 0.060; number 5, H, carries 0.084; number 6, H, carries 0.079


Molecular formula: C4H14N3S
Method: DFT, ωB97M-V/def2-TZVPD

```
22
Properties=species:S:1:pos:R:3:forces:R:3
H 2.43972 2.58367 -1.40658 -0.078 -1.191 2.606
C 0.97466 0.27086 0.37335 1.023 -0.022 0.495
H 2.62155 -1.84921 0.10091 -0.384 0.001 0.628
S -0.26454 1.39339 0.53981 -1.420 0.162 0.991
C -3.57634 0.06085 -0.27460 -4.058 0.856 -1.000
H 1.93180 -2.68532 1.46839 0.045 -0.694 0.815
C 1.67151 -2.14487 0.59792 1.048 0.169 -2.744
N 2.07720 0.75865 -0.20078 0.986 -0.507 -0.566
H -2.02287 -0.28489 -1.48132 0.639 0.598 -2.450
H -1.54156 0.24363 0.09577 0.066 -0.493 -0.673
H 1.22408 -2.79068 -0.21826 -0.042 0.521 1.225
H 3.30416 2.42740 0.23654 -0.701 -0.133 -0.057
C 2.34302 2.19054 -0.25727 -0.418 2.327 -2.994
H 2.82081 0.18326 -0.61729 -0.665 0.130 0.806
H -4.33308 -0.46430 -0.91327 0.593 0.450 0.696
H -2.19390 -1.40536 -0.35708 0.028 1.092 0.006
H 0.08562 -1.09323 1.48575 -0.125 -0.089 0.026
N 0.90919 -0.97211 0.92326 -0.690 0.762 -0.782
H -3.75540 1.12323 -0.38387 0.674 0.396 -0.961
H -3.88307 0.03305 0.73918 0.202 -1.149 1.232
N -2.27710 -0.38029 -0.55357 1.439 -2.118 2.832
H 1.44451 2.80171 0.10302 1.839 -1.071 -0.131
```
Positions in Å, forces in eV/Å.

Calculated values
E_LUMO = -3.02 eV
Kohn-Sham gap = 9.52 eV
Relative energy (zero: lowest compared OMol25 entry of this formula, charge and spin) = 207.8 kJ/mol
Total charge = +1
Strongest force on any atom = 4.27 eV Å⁻¹

Here are the Löwdin charges for atoms 1 to 6, given in e: number 1, H, carries 0.138; number 2, C, carries -0.753; number 3, H, carries 0.090; number 4, S, carries 0.788; number 5, C, carries -0.109; number 6, H, carries 0.079


Molecular formula: C4H22N2O8
Method: DFT, ωB97M-V/def2-TZVPD

```
36
Properties=species:S:1:pos:R:3:forces:R:3
H 2.08238 2.42801 -2.48900 1.027 0.501 0.895
H 2.18641 -0.00207 0.91917 -0.344 -0.065 -0.116
H -0.87735 0.68947 1.16546 0.527 -0.169 -0.025
H 0.42997 -2.15033 3.08559 0.336 0.403 -0.029
H 2.58442 1.33089 -0.12414 -0.124 -0.185 -0.416
H 0.48666 0.37773 -3.35225 0.039 0.289 0.036
H 0.74566 -0.51551 -0.81500 -0.029 -0.061 0.076
H 0.39008 -3.39723 -2.49236 0.071 -0.154 0.149
H -0.73526 -0.56916 -3.34274 -0.178 0.254 0.049
O 1.42466 1.77753 1.47679 -0.121 0.013 -0.116
O 0.25902 -2.85037 -1.71061 -0.119 0.245 -0.375
H -1.57424 -1.35415 1.54201 0.432 -0.044 -0.023
H 0.58552 1.11017 -1.39683 0.114 -0.081 0.266
C 0.57994 0.50815 -0.49156 0.263 -0.303 -0.221
N -1.78708 -1.48471 0.56224 0.121 -0.125 0.027
C -1.68689 -0.49003 -0.34804 -1.055 0.168 0.067
O -0.54119 1.35745 3.39531 -0.127 0.155 0.233
O -2.30291 -0.50880 -1.40521 0.510 -0.010 -0.362
H -0.55456 1.71723 4.28709 -0.093 0.015 0.045
H 0.00257 -2.84441 1.10088 -0.318 0.119 -0.148
C 1.75034 0.86050 0.40736 0.462 0.501 1.043
H -2.15041 -2.37724 0.27270 -0.326 0.144 -0.116
O -0.37295 -1.64107 3.22078 -0.835 -0.233 0.087
H -0.19120 -0.73909 3.50910 0.405 0.052 -0.125
H 0.69843 3.15541 -2.73621 0.318 0.154 0.394
C -0.82679 0.68694 0.07409 -0.474 0.276 0.920
H -1.87070 2.47879 0.39443 -0.104 -0.321 0.245
H 0.16414 -1.95811 -2.10066 0.193 -0.201 0.130
O 0.94640 -2.91447 0.97740 0.749 -0.035 0.163
H 0.84170 2.43616 1.09519 -0.058 0.363 -0.325
H 1.06773 -2.81093 0.01990 -0.217 -0.225 0.094
H -1.98200 1.90831 -1.12141 0.122 -0.134 -0.088
O 1.27269 2.42022 -2.95749 -1.307 -0.616 -1.532
N -1.35719 1.99330 -0.32603 0.038 0.283 -0.455
H 0.09500 1.90428 2.90873 0.202 -0.522 0.052
O 0.21698 -0.53289 -3.20470 -0.104 -0.451 -0.501
```
Positions in Å, forces in eV/Å.

Calculated values
E_LUMO = 0.34 eV
Kohn-Sham gap = 9.85 eV
Relative energy (zero: lowest compared OMol25 entry of this formula, charge and spin) = 45.9 kJ/mol
Total charge = 0
Strongest force on any atom = 2.11 eV Å⁻¹

Here are the Löwdin charges for atoms 1 to 6, given in e: number 1, H, carries 0.028; number 2, H, carries 0.120; number 3, H, carries 0.117; number 4, H, carries 0.033; number 5, H, carries 0.109; number 6, H, carries 0.028